(1)
{"formula": "C22H26N2O3", "method": "ωB97M-V with the def2-TZVPD basis set", "species": ["C", "C", "C", "C", "C", "C", "C", "C", "O", "C", "C", "O", "C", "C", "N", "C", "N", "C", "C", "C", "C", "C", "C", "C", "O", "C", "C", "H", "H", "H", "H", "H", "H", "H", "H", "H", "H", "H", "H", "H", "H", "H", "H", "H", "H", "H", "H", "H", "H", "H", "H", "H", "H"], "coordinates": [[4.84, 2.34, -1.81], [3.33, 2.50, -1.98], [3.03, 3.96, -2.32], [2.87, 1.59, -3.14], [2.56, 2.11, -0.73], [3.17, 1.63, 0.42], [2.44, 1.27, 1.55], [1.06, 1.38, 1.55], [0.22, 1.06, 2.59], [0.75, 0.45, 3.75], [1.17, -1.02, 3.56], [0.12, -1.95, 3.67], [-0.63, -2.22, 2.51], [-1.82, -1.26, 2.30], [-2.46, -1.53, 1.04], [-1.95, -1.00, -0.11], [-2.41, -1.18, -1.29], [-3.52, -1.98, -1.43], [-4.05, -2.20, -2.70], [-5.16, -2.99, -2.86], [-5.77, -3.59, -1.75], [-5.25, -3.40, -0.49], [-4.12, -2.59, -0.32], [-3.57, -2.38, 1.02], [-3.99, -2.87, 2.04], [0.43, 1.88, 0.41], [1.17, 2.23, -0.70], [5.21, 2.97, -1.01], [5.34, 2.64, -2.74], [5.11, 1.30, -1.61], [3.60, 4.26, -3.20], [1.98, 4.12, -2.52], [3.32, 4.61, -1.49], [3.07, 0.55, -2.90], [1.81, 1.70, -3.33], [3.41, 1.85, -4.04], [4.24, 1.52, 0.47], [2.97, 0.90, 2.41], [1.60, 1.03, 4.13], [-0.06, 0.50, 4.48], [1.87, -1.28, 4.36], [1.67, -1.13, 2.59], [0.02, -2.19, 1.62], [-1.01, -3.23, 2.64], [-1.47, -0.22, 2.32], [-2.55, -1.42, 3.10], [-1.08, -0.37, 0.01], [-3.57, -1.72, -3.55], [-5.58, -3.15, -3.84], [-6.64, -4.22, -1.89], [-5.70, -3.85, 0.38], [-0.64, 1.99, 0.41], [0.64, 2.60, -1.57]], "nbo_charge": [-0.604, -0.075, -0.594, -0.594, -0.050, -0.204, -0.261, 0.282, -0.511, -0.103, -0.098, -0.525, -0.064, -0.270, -0.426, 0.297, -0.494, 0.241, -0.238, -0.178, -0.228, -0.140, -0.227, 0.665, -0.609, -0.285, -0.130, 0.209, 0.213, 0.209, 0.207, 0.206, 0.211, 0.211, 0.208, 0.206, 0.214, 0.208, 0.181, 0.211, 0.197, 0.179, 0.160, 0.201, 0.230, 0.245, 0.195, 0.226, 0.215, 0.216, 0.235, 0.222, 0.205], "gap_ha": 0.340, "e_above_lowest_kj_mol": 159.80, "smiles": "CC(C)(C)c1ccc(OCCOCCn2cnc3ccccc3c2=O)cc1"}

=====

(2)
{"formula": "C22H26N2O5S", "method": "ωB97M-V with the def2-TZVPD basis set", "species": ["C", "C", "C", "C", "C", "N", "C", "C", "C", "C", "C", "C", "C", "C", "O", "O", "C", "C", "O", "N", "C", "C", "C", "C", "S", "O", "O", "C", "C", "C", "H", "H", "H", "H", "H", "H", "H", "H", "H", "H", "H", "H", "H", "H", "H", "H", "H", "H", "H", "H", "H", "H", "H", "H", "H", "H"], "coordinates": [[4.69, 0.95, 2.32], [5.12, 1.07, 0.85], [5.92, -0.14, 0.38], [5.10, -1.42, 0.51], [3.70, -1.29, 0.01], [3.04, -2.40, -0.15], [1.78, -2.39, -0.60], [1.11, -3.62, -0.78], [-0.17, -3.65, -1.25], [-0.83, -2.45, -1.58], [-0.22, -1.24, -1.40], [1.09, -1.18, -0.90], [1.82, 0.02, -0.68], [1.15, 1.33, -0.96], [1.48, 2.13, -1.78], [0.11, 1.49, -0.12], [-0.74, 2.62, -0.30], [-2.10, 2.19, -0.85], [-2.51, 2.61, -1.91], [-2.81, 1.32, -0.08], [-2.39, 0.88, 1.23], [-4.07, 0.84, -0.60], [-5.26, 1.38, 0.24], [-6.38, 0.37, 0.26], [-5.42, -1.15, 0.53], [-4.88, -1.13, 1.87], [-6.11, -2.33, 0.11], [-4.12, -0.69, -0.65], [3.12, -0.01, -0.24], [3.91, 1.25, -0.06], [4.27, 1.89, 2.66], [5.54, 0.71, 2.95], [3.94, 0.18, 2.44], [5.75, 1.96, 0.76], [6.19, 0.01, -0.67], [6.84, -0.23, 0.95], [5.05, -1.72, 1.56], [5.58, -2.24, -0.02], [1.65, -4.52, -0.54], [-0.68, -4.59, -1.40], [-1.83, -2.50, -1.98], [-0.73, -0.33, -1.67], [-0.28, 3.30, -1.03], [-0.84, 3.12, 0.67], [-2.32, 1.73, 1.92], [-1.41, 0.40, 1.19], [-3.11, 0.18, 1.63], [-4.14, 1.24, -1.62], [-4.92, 1.53, 1.27], [-5.58, 2.34, -0.16], [-7.09, 0.52, 1.06], [-6.88, 0.26, -0.69], [-4.44, -1.07, -1.61], [-3.18, -1.15, -0.36], [4.23, 1.59, -1.04], [3.25, 2.04, 0.34]], "nbo_charge": [-0.614, -0.208, -0.394, -0.448, 0.248, -0.406, 0.140, -0.186, -0.205, -0.216, -0.211, -0.008, -0.099, 0.795, -0.560, -0.516, -0.178, 0.656, -0.613, -0.430, -0.456, -0.062, -0.430, -0.652, 2.168, -0.954, -0.930, -0.686, -0.019, -0.432, 0.212, 0.211, 0.204, 0.209, 0.203, 0.212, 0.224, 0.237, 0.228, 0.218, 0.212, 0.212, 0.247, 0.205, 0.200, 0.230, 0.249, 0.266, 0.226, 0.237, 0.258, 0.237, 0.253, 0.265, 0.235, 0.216], "gap_ha": 0.323, "e_above_lowest_kj_mol": 70.41, "smiles": "C[C@H]1CCc2nc3ccccc3c(C(=O)OCC(=O)N(C)[C@@H]3CCS(=O)(=O)C3)c2C1"}

=====

(3)
{"formula": "C22H26N2O7S", "method": "ωB97M-V with the def2-TZVPD basis set", "species": ["C", "O", "C", "C", "C", "C", "O", "C", "C", "S", "O", "O", "N", "C", "C", "C", "C", "O", "N", "C", "C", "C", "C", "C", "C", "C", "O", "C", "O", "C", "C", "C", "H", "H", "H", "H", "H", "H", "H", "H", "H", "H", "H", "H", "H", "H", "H", "H", "H", "H", "H", "H", "H", "H", "H", "H", "H", "H"], "coordinates": [[-0.28, 4.44, 4.53], [-0.60, 3.09, 4.76], [0.21, 2.14, 4.21], [-0.11, 0.81, 4.49], [0.65, -0.23, 4.00], [1.77, 0.03, 3.20], [2.57, -0.92, 2.66], [2.30, -2.28, 2.95], [2.07, 1.35, 2.92], [3.47, 1.81, 1.87], [3.64, 3.23, 2.05], [4.59, 0.96, 2.11], [3.01, 1.61, 0.29], [3.10, 0.31, -0.33], [1.76, -0.42, -0.37], [0.63, 0.46, -0.91], [-0.71, -0.24, -0.70], [-0.93, -0.96, 0.26], [-1.64, 0.05, -1.63], [-2.97, -0.54, -1.62], [-3.12, -1.54, -2.74], [-2.33, -2.68, -2.74], [-2.41, -3.62, -3.76], [-3.31, -3.38, -4.77], [-4.11, -2.23, -4.78], [-4.03, -1.30, -3.77], [-4.90, -2.24, -5.89], [-4.59, -3.42, -6.58], [-3.59, -4.13, -5.89], [0.59, 1.79, -0.14], [1.96, 2.46, -0.21], [1.32, 2.40, 3.42], [-0.33, 4.69, 3.47], [-1.03, 5.01, 5.07], [0.71, 4.69, 4.91], [-0.98, 0.60, 5.10], [0.37, -1.24, 4.23], [2.36, -2.48, 4.02], [1.32, -2.58, 2.57], [3.08, -2.84, 2.43], [3.47, 0.45, -1.35], [3.83, -0.25, 0.24], [1.86, -1.32, -0.98], [1.48, -0.74, 0.64], [0.79, 0.66, -1.97], [-1.39, 0.59, -2.44], [-3.06, -1.04, -0.65], [-3.72, 0.25, -1.70], [-1.65, -2.84, -1.93], [-1.80, -4.51, -3.77], [-4.65, -0.42, -3.79], [-4.24, -3.18, -7.60], [-5.50, -4.05, -6.66], [0.33, 1.58, 0.90], [-0.17, 2.45, -0.56], [2.20, 2.72, -1.25], [1.99, 3.37, 0.39], [1.64, 3.39, 3.17]], "nbo_charge": [-0.252, -0.491, 0.279, -0.211, -0.281, 0.372, -0.505, -0.257, -0.395, 2.339, -0.954, -0.923, -0.679, -0.228, -0.410, -0.315, 0.699, -0.643, -0.609, -0.249, -0.036, -0.208, -0.248, 0.215, 0.302, -0.290, -0.491, 0.236, -0.476, -0.403, -0.230, -0.278, 0.175, 0.201, 0.181, 0.228, 0.227, 0.181, 0.186, 0.205, 0.189, 0.247, 0.213, 0.232, 0.198, 0.394, 0.248, 0.199, 0.224, 0.229, 0.223, 0.158, 0.157, 0.222, 0.212, 0.194, 0.238, 0.257], "gap_ha": 0.323, "e_above_lowest_kj_mol": 291.32, "smiles": "COc1ccc(OC)c(S(=O)(=O)N2CCC(C(=O)NCc3ccc4c(c3)OCO4)CC2)c1"}

=====

(4)
{"formula": "C22H26N3O5PS2", "method": "ωB97M-V with the def2-TZVPD basis set", "species": ["O", "C", "C", "C", "C", "P", "S", "C", "C", "S", "C", "C", "C", "O", "N", "C", "O", "C", "C", "C", "C", "C", "C", "H", "H", "H", "H", "H", "H", "H", "H", "H", "H", "H", "H", "C", "N", "C", "C", "O", "H", "H", "H", "H", "H", "H", "H", "C", "N", "C", "C", "O", "H", "H", "H", "H", "H", "H", "H"], "coordinates": [[0.12, 1.45, 3.23], [-0.57, 1.38, 2.05], [0.00, 2.28, 0.81], [-1.15, 2.60, -0.32], [-2.19, 3.90, -0.28], [-2.03, 5.15, 1.17], [-2.88, 6.83, 0.56], [-3.36, 4.13, -1.46], [-3.51, 3.05, -2.73], [-4.76, 3.20, -4.11], [-2.46, 1.79, -2.74], [-1.32, 1.58, -1.59], [-0.51, 0.23, -2.05], [0.59, -0.22, -1.43], [-1.14, -0.41, -3.28], [-2.27, 0.52, -3.76], [-3.05, 0.32, -4.83], [-1.88, 0.39, 2.03], [-3.34, 0.98, 2.59], [-4.71, 0.03, 2.64], [-4.72, -1.57, 2.17], [-3.27, -2.13, 1.59], [-1.90, -1.18, 1.53], [0.92, 1.70, 0.35], [0.44, 3.28, 1.28], [-2.54, 4.68, 2.43], [-0.60, 5.48, 1.26], [-4.09, 5.05, -1.43], [-5.75, 4.15, -3.81], [-1.40, -1.42, -3.17], [-3.45, 2.10, 2.98], [-5.76, 0.45, 3.03], [-5.69, -2.23, 2.25], [-3.27, -3.27, 1.25], [-0.92, -1.70, 1.13], [3.48, -5.23, -1.25], [2.25, -4.83, -0.61], [1.48, -3.73, -0.86], [1.95, -2.78, -1.93], [0.45, -3.54, -0.22], [3.32, -6.22, -1.70], [4.25, -5.30, -0.48], [3.79, -4.53, -2.02], [1.87, -5.43, 0.12], [1.24, -1.95, -2.01], [2.93, -2.37, -1.66], [1.99, -3.29, -2.89], [3.46, 0.34, 2.36], [3.47, -0.37, 1.10], [4.54, -0.82, 0.40], [5.91, -0.57, 0.96], [4.37, -1.41, -0.67], [2.88, -0.25, 3.08], [2.96, 1.30, 2.21], [4.46, 0.51, 2.75], [2.58, -0.57, 0.66], [6.67, -0.98, 0.29], [6.09, 0.51, 1.06], [6.01, -1.05, 1.94]], "nbo_charge": [-0.529, 0.548, -0.558, 0.041, -0.347, 0.794, -0.595, -0.150, -0.128, 0.071, -0.107, -0.097, 0.681, -0.564, -0.678, 0.656, -0.526, -0.146, -0.217, -0.229, -0.229, -0.218, -0.206, 0.300, 0.263, 0.025, 0.025, 0.282, 0.165, 0.445, 0.230, 0.237, 0.246, 0.246, 0.276, -0.410, -0.617, 0.691, -0.767, -0.678, 0.191, 0.195, 0.224, 0.396, 0.260, 0.281, 0.212, -0.412, -0.615, 0.683, -0.720, -0.653, 0.209, 0.199, 0.210, 0.411, 0.246, 0.228, 0.229], "gap_ha": 0.252, "smiles": "O=C(Cc1c([PH2]=S)cc(S)c2c1C(=O)NC2=O)c1ccccc1.CNC(C)=O.CNC(C)=O"}

=====

Lowest unoccupied orbital energy (hartree)
0.0244 -0.0036 0.0209 -0.0712
Highest occupied orbital energy (eV)
-8.59 -8.88 -8.22 -8.80